A molecular structure, C54H108NO16Rb in a non-equilibrium geometry, computed with ωB97M-V with the def2-TZVPD basis set.

The geometry in XYZ format:
```
180
Properties=species:S:1:pos:R:3:forces:R:3
Rb 26.655 -16.920 17.402 -0.08 -0.16 0.20
O 23.790 -19.139 22.831 0.48 -0.99 2.28
O 17.390 -16.925 15.082 0.03 0.07 0.44
O 26.324 -28.701 18.348 -0.20 -0.18 -0.17
O 26.250 -11.356 28.130 2.37 -0.47 1.85
O 19.187 -13.019 28.543 -0.73 0.36 1.03
O 25.514 -29.721 28.870 -1.55 0.70 -2.80
O 35.319 -19.050 31.848 -2.89 -0.04 0.00
O 24.223 -26.126 36.173 1.68 -0.94 -0.29
O 16.470 -21.119 32.371 0.64 0.04 0.53
O 16.702 -25.899 17.499 0.68 -1.08 0.85
O 31.014 -21.432 17.189 0.90 0.29 -0.30
O 31.024 -26.775 25.878 0.36 1.94 1.52
O 17.212 -27.993 25.272 0.18 0.58 1.14
O 26.519 -18.389 33.921 -2.00 0.86 0.62
O 23.216 -21.118 14.818 -0.21 -0.97 0.56
O 31.178 -13.832 20.581 -0.15 1.68 1.32
N 24.032 -19.500 24.244 0.51 0.30 -1.06
C 18.084 -14.751 15.696 -0.12 0.01 -0.56
C 32.200 -21.193 17.360 -1.20 -0.02 0.67
C 17.875 -19.343 31.646 -0.12 0.64 0.76
C 25.605 -30.814 26.790 -0.66 0.06 -0.03
C 26.469 -20.447 23.731 -1.00 0.59 -0.08
C 27.045 -11.292 29.086 -2.04 1.09 -1.03
C 31.171 -12.872 21.366 0.84 -2.27 -1.33
C 18.548 -12.216 29.203 1.85 0.13 -0.94
C 28.308 -12.083 29.253 0.15 -0.80 -1.59
C 34.085 -19.035 32.029 3.17 0.01 0.64
C 31.327 -25.751 26.516 -0.48 -2.25 -1.02
C 15.707 -27.473 19.012 1.16 -0.31 -0.23
C 22.571 -22.104 15.171 0.53 1.52 -0.94
C 25.187 -29.641 27.661 2.74 -0.07 2.31
C 21.677 -20.052 24.790 -0.03 0.32 -0.84
C 28.543 -27.856 18.249 -0.11 0.29 -0.28
C 33.505 -18.770 33.410 -0.70 -0.45 -1.69
C 23.486 -20.877 26.252 0.92 -0.40 -0.57
C 25.767 -19.899 26.079 0.43 0.28 -1.28
C 32.175 -24.721 25.832 -0.27 0.78 0.10
C 26.718 -10.324 30.212 -0.14 0.18 -1.37
C 24.718 -16.889 33.527 0.19 0.12 0.12
C 30.405 -11.637 21.045 -0.53 0.92 -0.24
C 27.025 -27.476 20.273 -0.66 -0.01 -0.55
C 16.944 -26.463 27.118 -0.15 -0.03 -0.32
C 26.042 -18.022 24.380 0.26 -1.07 0.05
C 27.200 -28.079 18.887 0.16 0.60 0.44
C 18.289 -27.266 18.767 0.88 0.51 -0.46
C 24.949 -18.355 35.720 -0.35 0.30 -0.47
C 18.809 -21.322 32.996 -0.80 -0.70 0.01
C 16.465 -27.450 26.076 0.61 -0.41 -2.08
C 31.954 -12.945 22.665 -0.47 0.22 0.17
C 19.085 -11.667 30.549 -0.44 0.34 0.35
C 17.583 -20.637 32.382 0.05 -0.16 -1.44
C 25.165 -26.585 35.520 -2.83 -0.67 1.69
C 18.148 -16.683 17.334 -0.31 -0.91 0.64
C 25.445 -17.927 34.341 2.64 -1.55 -0.35
C 32.879 -21.717 18.589 -0.05 -1.49 0.27
C 33.007 -20.350 16.437 -0.05 -0.11 -1.19
C 24.644 -28.365 27.013 -0.55 -0.71 1.13
C 23.139 -21.896 23.958 0.22 -0.01 -1.18
C 33.100 -19.261 30.906 -0.10 -0.09 -0.31
C 14.997 -27.711 25.846 -0.29 -0.68 1.18
C 30.872 -25.548 27.963 -0.02 -0.45 -0.47
C 25.596 -25.916 34.322 1.31 0.96 -1.16
C 16.905 -26.791 18.308 -0.63 0.37 0.18
C 24.983 -21.102 26.513 -1.05 0.67 0.69
C 25.762 -27.977 35.750 -0.49 0.66 0.52
C 17.389 -11.464 28.591 -0.17 -0.29 0.43
C 23.152 -20.589 24.759 -0.41 0.42 0.74
C 25.502 -19.498 24.586 0.11 0.40 -0.26
C 17.818 -16.195 15.950 0.44 -0.34 -0.12
C 23.138 -23.087 16.142 0.37 -0.52 0.63
C 21.179 -22.221 14.615 -0.84 -0.51 -0.29
H 24.107 -19.029 35.562 -0.31 0.14 0.06
H 25.661 -18.911 36.329 0.32 0.22 -0.45
H 29.261 -11.557 29.293 -0.37 0.69 0.58
H 28.224 -12.759 30.104 0.04 0.00 -0.04
H 18.024 -18.633 32.460 0.48 0.29 0.12
H 32.213 -24.924 24.762 0.15 -0.08 0.19
H 16.592 -11.428 29.334 -0.15 0.45 -0.10
H 14.530 -27.009 25.156 0.07 0.19 0.29
H 18.610 -12.075 31.441 -0.20 -0.57 -0.18
H 31.729 -23.738 25.988 -0.20 0.15 -0.09
H 33.883 -20.884 16.070 0.34 0.02 0.52
H 18.530 -26.892 19.762 -0.55 -0.12 0.33
H 24.451 -27.647 27.810 0.17 0.07 -0.09
H 33.189 -20.989 19.339 0.05 0.13 -0.30
H 28.925 -26.850 18.421 -0.03 -0.01 0.29
H 26.257 -20.318 22.670 -0.30 -0.16 -0.03
H 25.943 -17.673 23.352 -0.32 -0.21 0.01
H 15.377 -28.276 18.353 -0.47 0.29 -0.34
H 32.915 -12.439 22.580 0.03 0.07 -0.25
H 25.115 -15.957 33.929 -0.31 0.35 0.12
H 18.782 -19.359 31.043 -0.04 -0.15 0.10
H 30.195 -24.701 28.076 0.20 0.21 -0.15
H 18.032 -26.407 27.152 -0.12 -0.36 0.15
H 18.077 -14.625 14.613 0.25 0.24 0.07
H 26.369 -21.495 24.015 -0.24 -0.07 -0.07
H 14.932 -26.749 19.262 0.01 -0.23 -0.22
H 20.481 -21.942 15.404 -0.09 0.26 0.03
H 32.905 -19.663 33.580 0.08 -0.14 0.65
H 25.357 -22.039 26.099 -0.06 0.01 -0.16
H 14.875 -28.718 25.447 0.26 0.13 -0.31
H 25.024 -21.151 27.601 0.48 -0.43 0.19
H 26.327 -31.435 27.321 -0.07 0.21 0.00
H 17.274 -16.465 17.949 -0.20 -0.07 0.11
H 16.036 -28.048 19.878 0.04 0.41 0.33
H 23.674 -28.605 26.577 0.03 0.06 -0.37
H 20.160 -11.733 30.718 -0.04 -0.50 -0.55
H 17.002 -11.868 27.656 0.27 -0.36 0.20
H 21.639 -19.006 25.093 0.25 -0.07 0.40
H 18.494 -28.337 18.764 -0.72 -0.16 0.13
H 34.200 -18.521 34.211 -0.14 0.00 -0.37
H 16.480 -26.648 28.087 0.18 -0.05 0.05
H 30.342 -11.400 19.983 0.34 -0.42 -0.10
H 25.646 -17.267 25.059 -0.51 -0.25 0.03
H 17.049 -18.885 31.101 -0.14 -0.68 -0.17
H 30.758 -10.732 21.540 0.09 -0.18 0.25
H 25.887 -28.599 34.864 -0.05 0.42 -0.26
H 27.250 -26.410 20.250 0.31 -0.03 0.06
H 25.037 -16.896 32.485 -0.04 -0.35 0.11
H 22.731 -22.755 24.491 -0.42 0.18 0.12
H 24.711 -31.415 26.624 -0.08 -0.17 -0.19
H 23.082 -24.111 15.775 -0.05 0.01 -0.17
H 26.023 -9.614 29.763 -0.18 -0.02 0.28
H 32.179 -19.788 31.152 0.23 -0.33 0.50
H 21.029 -21.601 13.732 0.30 0.47 0.39
H 27.666 -27.986 20.992 -0.05 0.10 0.08
H 14.508 -27.767 26.819 -0.50 0.56 -0.05
H 17.276 -14.134 16.091 0.14 0.07 0.30
H 28.468 -27.972 17.168 0.16 -0.47 0.13
H 32.740 -18.035 33.158 -0.02 0.53 0.76
H 19.565 -21.555 32.246 0.04 0.50 -0.17
H 32.697 -18.309 30.561 0.40 0.28 -0.17
H 25.989 -30.521 25.813 -0.04 0.12 0.04
H 25.776 -24.844 34.401 -0.26 -0.01 0.31
H 33.708 -22.370 18.316 0.58 0.50 -0.17
H 25.966 -27.561 20.516 0.15 -0.23 0.32
H 23.630 -16.896 33.599 0.10 -0.03 0.17
H 18.982 -16.270 17.901 0.12 0.50 -0.58
H 33.295 -19.414 16.916 0.13 -0.06 -0.02
H 27.526 -20.206 23.849 0.04 0.30 0.35
H 25.630 -19.048 26.746 -0.35 0.04 0.03
H 25.131 -28.528 36.447 0.35 0.14 0.25
H 24.732 -26.056 33.673 0.40 -0.09 -0.63
H 26.827 -20.150 26.112 0.25 0.17 0.17
H 31.736 -25.414 28.614 0.03 0.18 -0.01
H 32.223 -22.461 19.041 -0.39 0.44 0.27
H 24.171 -22.858 16.405 0.04 0.13 -0.47
H 31.406 -12.410 23.441 -0.02 0.01 0.11
H 26.755 -27.741 36.132 0.17 -0.49 0.31
H 19.260 -20.760 33.814 -0.04 0.08 -0.11
H 23.015 -21.792 26.609 -0.58 -0.01 -0.29
H 18.487 -22.304 33.341 -0.08 0.13 0.36
H 21.176 -20.035 23.822 0.53 -0.08 -0.46
H 26.209 -10.866 31.009 0.44 0.23 0.34
H 32.459 -20.168 15.512 -0.33 0.34 0.24
H 24.616 -17.475 36.271 -0.23 -0.06 0.06
H 20.970 -20.641 25.374 0.39 -0.24 0.58
H 26.531 -26.375 34.003 -0.27 0.02 -0.75
H 29.214 -28.563 18.736 0.28 -0.06 -0.32
H 17.784 -10.473 28.365 -0.24 0.24 0.25
H 33.600 -19.787 30.093 -0.04 0.23 -0.01
H 27.110 -18.066 24.598 0.29 0.03 0.03
H 20.801 -23.184 14.271 0.56 -0.52 0.41
H 22.582 -21.672 23.048 -0.39 -0.27 0.05
H 30.323 -26.430 28.294 0.12 -0.04 -0.13
H 22.649 -23.105 17.116 -0.58 0.19 -0.13
H 19.043 -14.518 16.158 -0.12 0.45 -0.13
H 28.431 -12.622 28.313 -0.18 -0.65 0.19
H 24.068 -22.258 23.519 0.60 0.37 0.50
H 25.312 -27.940 26.264 0.01 -0.26 0.01
H 19.125 -26.864 18.196 -0.39 0.32 -0.55
H 18.856 -10.610 30.679 -0.17 0.20 -0.47
H 29.364 -11.783 21.331 -0.07 -0.08 0.33
H 16.618 -25.470 26.806 -0.25 0.09 -0.06
H 18.294 -17.763 17.347 -0.23 -0.01 -0.16
H 32.133 -13.967 23.000 -0.10 0.03 -0.30
H 27.628 -9.768 30.438 -0.08 -0.24 0.79
H 33.171 -24.595 26.257 0.10 -0.44 0.05
H 23.140 -20.075 26.904 0.00 0.25 -0.15
```
Positions in Å, forces in eV/Å.

Properties
Maximum force: 3.6 eV/A
LUMO level: -1.82 eV
E_tot: -92645.195 eV

These are the Mulliken partial charges, in e, on atoms 1 to 99: 0.857 -0.854 -0.554 -0.549 -0.567 -0.533 -0.573 -0.567 -0.581 -0.541 -0.543 -0.573 -0.568 -0.558 -0.565 -0.575 -0.584 0.234 -0.982 0.806 -1.033 -0.994 -1.745 0.752 0.759 0.750 -1.074 0.796 0.815 -0.927 0.844 0.796 -1.806 -1.009 -0.985 -1.261 -1.186 -1.006 -0.939 -0.971 -1.000 -1.013 -1.028 -1.665 0.770 -1.090 -0.962 -1.056 0.762 -1.006 -1.057 0.793 0.726 -1.051 0.735 -1.031 -1.038 -1.015 -1.639 -1.087 -0.961 -1.017 -0.877 0.731 -0.638 -1.081 -0.986 1.570 1.413 0.773 -1.062 -1.025 0.263 0.302 0.335 0.289 0.292 0.283 0.318 0.258 0.290 0.311 0.320 0.294 0.283 0.301 0.319 0.372 0.320 0.267 0.275 0.258 0.307 0.300 0.297 0.297 0.325 0.309 0.267



A single C3H5NO4 molecule in a non-equilibrium geometry, computed with ωB97M-V with the def2-TZVPD basis set.

The geometry in XYZ format:
```
13
Properties=species:S:1:pos:R:3:forces:R:3
O -2.196 0.480 -0.317 -0.96 -2.50 0.07
O 1.201 -1.278 0.292 1.79 -2.89 -0.43
O 2.263 0.487 -0.473 1.19 -3.43 -1.86
O -1.179 -1.648 -0.222 0.09 1.87 0.00
N -0.133 1.852 0.119 -2.66 2.36 -0.36
C -1.375 -0.344 -0.002 2.40 1.46 -0.05
C -0.046 0.480 0.664 -0.75 1.56 -0.22
C 1.251 -0.078 0.151 -1.32 -0.30 0.60
H -0.171 1.923 -0.948 0.91 -1.17 1.77
H 2.737 -0.466 -0.947 -1.66 4.06 2.15
H -0.126 -1.661 -0.124 -1.52 -0.79 0.46
H -1.131 2.312 0.185 2.43 -1.54 0.96
H -0.071 0.255 1.873 0.04 1.31 -3.09
```
Positions in Å, forces in eV/Å.

Properties
Maximum force: 4.9 eV/A
LUMO level: 0.01 eV
Structure (SMILES): NC(C(=O)O)C(=O)O
E_tot: -12870.080 eV

Formally, the Mulliken partial charges of the atoms, in units of the elementary charge, are as follows: -0.522 -0.621 -0.496 -0.531 -0.784 0.544 0.091 0.466 0.293 0.438 0.489 0.326 0.305



2 unconnected molecules or ions with the total composition C2H5N2O3 in a non-equilibrium geometry, computed with ωB97M-V with the def2-TZVPD basis set.

The geometry in XYZ format:
```
12
Properties=species:S:1:pos:R:3:forces:R:3
O -1.273 1.632 1.100 1.31 1.16 1.79
O -3.701 -0.248 -1.109 -0.46 -0.74 -1.27
O -3.631 0.883 0.791 -0.26 -0.42 -0.36
N -0.172 0.920 0.397 -2.97 1.22 1.41
N -3.471 0.290 -0.158 1.17 0.83 1.35
C -0.634 0.076 -0.396 -0.31 -1.78 -0.18
C 0.172 -0.913 -1.187 1.38 0.09 0.46
H 0.356 -1.892 -0.649 -0.61 1.21 -0.08
H -0.367 -1.192 -2.089 0.23 0.20 -0.17
H 0.592 1.491 0.655 1.97 -0.17 -0.34
H -0.941 2.055 1.992 -0.40 -1.29 -2.39
H 1.217 -0.531 -1.378 -1.04 -0.32 -0.25
```
Positions in Å, forces in eV/Å.

Properties
Net charge: +1
Maximum force: 3.5 eV/A
LUMO level (alpha / beta): -6.84 / -6.43 eV
E_tot: -11261.653 eV

Formally, the Mulliken partial charges of the atoms, in units of the elementary charge, are as follows: -0.411 -0.211 -0.217 0.066 1.096 0.013 -0.828 0.290 0.274 0.277 0.336 0.315



A molecular structure, C5H10O2, computed with ωB97M-V with the def2-TZVPD basis set.

The geometry in XYZ format:
```
17
Properties=species:S:1:pos:R:3:forces:R:3
O -2.371 0.825 0.452 -0.19 0.05 0.06
O 1.921 0.257 1.107 0.17 0.22 0.08
C 0.448 -0.932 -0.330 -0.03 -0.03 0.00
C -1.975 0.059 -0.693 -0.04 -0.21 -0.33
C -0.486 0.266 -0.379 0.07 0.03 -0.07
C 1.884 -0.490 -0.100 -0.05 -0.22 -0.34
C -1.019 0.842 0.941 0.27 0.09 0.24
H 2.210 0.124 -0.953 -0.04 -0.06 0.16
H 0.395 -1.503 -1.267 0.02 0.10 0.10
H -2.349 0.490 -1.629 0.03 -0.07 0.15
H -0.888 0.169 1.799 -0.02 0.09 -0.13
H -0.054 1.051 -1.012 -0.06 -0.10 0.08
H 2.557 -1.359 -0.041 -0.11 0.14 0.03
H 2.581 0.951 1.023 -0.02 -0.11 0.10
H -0.692 1.848 1.224 -0.05 -0.14 -0.05
H 0.143 -1.610 0.478 0.01 0.09 -0.11
H -2.307 -0.988 -0.622 0.04 0.13 0.03
```
Positions in Å, forces in eV/Å.

Properties
Maximum force: 0.4 eV/A
LUMO level: 0.82 eV
E_tot: -9440.700 eV

Formally, the Mulliken partial charges of the atoms, in units of the elementary charge, are as follows: -0.429 -0.502 -0.800 -0.528 0.246 -0.524 -0.470 0.372 0.310 0.270 0.273 0.332 0.292 0.297 0.249 0.343 0.269